{
  "formula": "C23H20FeN4O",
  "method": "ωB97M-V with the def2-TZVPD basis set",
  "symbols": ["C", "O", "C", "C", "C", "C", "C", "C", "C", "C", "C", "C", "Fe", "C", "C", "C", "C", "C", "C", "C", "H", "H", "H", "H", "H", "H", "H", "H", "H", "H", "H", "H", "H", "H", "H", "H", "H", "C", "N", "C", "N", "C", "C", "N", "C", "N", "H", "H", "H"],
  "coordinates": [[5.3193, 0.9987, 2.9909], [4.4376, 2.0397, 2.4967], [3.1716, 1.6518, 2.1630], [2.2038, 2.6695, 1.9578], [0.9159, 2.3442, 1.5342], [0.6420, 1.0277, 1.1402], [-0.5833, 0.7420, 0.2603], [-1.3375, -0.5495, 0.5959], [-2.4427, -0.6979, 1.5960], [-3.0131, -2.0170, 1.4239], [-2.2210, -2.7299, 0.4461], [-1.1365, -1.8745, 0.0437], [-2.9501, -1.0402, -0.2824], [-3.0529, 0.5849, -1.4267], [-4.1914, 0.4861, -0.5365], [-4.8394, -0.7812, -0.7890], [-4.0788, -1.4930, -1.8092], [-2.9463, -0.6435, -2.1907], [1.5144, 0.0080, 1.5374], [2.8134, 0.3019, 1.9466], [6.1462, 1.5471, 3.4338], [4.8241, 0.3852, 3.7506], [5.6620, 0.3648, 2.1651], [2.5206, 3.6908, 2.0718], [0.1271, 3.1025, 1.4917], [-1.2905, 1.5720, 0.3539], [-2.7083, 0.0390, 2.3442], [-3.8469, -2.4773, 1.9459], [-2.3759, -3.7564, 0.1411], [-0.2588, -2.1990, -0.4838], [-2.5154, 1.4987, -1.6320], [-4.5238, 1.2609, 0.1462], [-5.7728, -1.0781, -0.3188], [-4.3405, -2.4484, -2.2553], [-2.1835, -0.8279, -2.9462], [1.2317, -1.0340, 1.4920], [3.5839, -0.4782, 1.9334], [2.5822, -0.1858, -3.3360], [3.0278, -1.3273, -2.7819], [2.4727, -1.8028, -1.6598], [1.4941, -1.1714, -0.9440], [1.0096, -0.0862, -1.5045], [1.4995, 0.4595, -2.7254], [0.7228, 1.5438, -3.0608], [-0.1555, 1.7101, -2.0827], [-0.0745, 0.7225, -1.1069], [3.0349, 0.2235, -4.2449], [2.7849, -2.7605, -1.2272], [-0.9024, 2.4852, -2.0578]],
  "lumo_ha": [0.16612, 0.16579],
  "s2": 6.115,
  "spin_multiplicity": 5,
  "homo_ha": [0.0792, -0.0200],
  "total_charge": -2,
  "orbital_gap_ha": [0.0869, 0.1858]
}